[1]
This record from OMol25 describes a gas-phase ion, CH4ClFOP (charge +1). The level of theory is ωB97M-V/def2-TZVPD.

Structure (XYZ):
```
9
Properties=species:S:1:pos:R:3:forces:R:3:nbo_charge:R:1
C 0.4202 0.5429 -0.2800 1.225 2.836 -0.966 -1.122
O -1.1184 -1.4381 0.9492 0.594 0.853 -0.142 -1.009
F -2.3122 0.0183 -0.6836 2.070 0.312 1.063 -0.503
P -1.1424 0.0261 0.3995 -3.515 -1.226 0.208 2.128
Cl -2.0739 1.0926 1.9100 1.712 -0.941 -1.820 -0.099
H 0.5891 1.0203 -1.3420 -1.475 -0.870 1.879 0.357
H 1.1555 -0.2055 -0.2630 0.408 -2.052 0.047 0.316
H 0.9802 1.2495 0.3841 -1.130 -0.041 -0.078 0.331
H -1.3969 -2.3463 0.6804 0.111 1.131 -0.191 0.600
```
Forces are in eV/Å.

2S+1: 1
Relative energy (zero: lowest compared OMol25 entry of this formula, charge and spin), kcal per mole: 19.5
Charge: +1
HOMO energy, eV: -17.388
Electronic energy, hartree: -1016.9335
E_LUMO, eV: -5.08


[2]
This record from OMol25 describes 2 unconnected molecules or ions with the total composition CH4ClN2O. The level of theory is ωB97M-V/def2-TZVPD.

Structure (XYZ):
```
9
Properties=species:S:1:pos:R:3:forces:R:3:nbo_charge:R:1
Cl 3.1783 -1.4220 -0.6843 0.524 -0.101 0.274 -0.995
C -0.0768 -0.0622 -0.2827 3.798 -3.029 -9.389 0.719
O 0.4129 -0.5298 -1.3268 -0.610 0.682 0.905 -0.642
N -0.7446 -0.7076 0.5303 -4.755 -5.319 7.110 -0.779
N -0.2200 1.1713 -0.0652 0.563 8.025 0.771 -0.807
H -1.1958 -1.5971 0.3715 0.665 0.255 -0.024 0.406
H -1.0797 -0.0921 1.2576 -0.680 -1.413 0.369 0.340
H -0.5759 1.4267 0.8449 0.463 0.905 -0.517 0.349
H 0.3016 1.8127 -0.6453 0.032 -0.006 0.501 0.408
```
Forces are in eV/Å.

2S+1: 1
Relative energy (zero: lowest compared OMol25 entry of this formula, charge and spin), kcal per mole: 55.2
Charge: -1
HOMO energy, eV: -2.659
Electronic energy, hartree: -685.4712
E_LUMO, eV: 3.35


[3]
This record from OMol25 describes a gas-phase ion, CH4ClN2O (charge +1). The level of theory is ωB97M-V/def2-TZVPD.

Structure (XYZ):
```
9
Properties=species:S:1:pos:R:3:forces:R:3:mulliken_spin:R:1
C -0.6118 -0.7879 -0.2237 -0.490 0.164 3.546 0.016
N 1.2051 0.7742 -0.3445 6.896 4.083 -4.968 0.780
N 0.2060 0.3270 0.2560 -6.210 -5.385 2.715 0.591
O -0.3510 0.9486 1.2404 0.166 2.423 1.637 0.258
Cl 1.8996 -0.0645 -1.6335 -0.896 0.584 2.070 0.322
H -1.4431 -1.0109 0.5018 0.903 0.655 -0.618 0.004
H 0.0761 -1.5810 -0.1325 0.484 -1.455 -1.000 0.017
H -1.0067 -0.4647 -1.1057 -0.982 -0.039 -2.893 0.011
H 0.0259 1.8593 1.4419 0.129 -1.030 -0.489 0.000
```
Forces are in eV/Å.

2S+1: 3
Relative energy (zero: lowest compared OMol25 entry of this formula, charge and spin), kcal per mole: 80.8
Charge: +1
HOMO energy (alpha / beta), eV: -13.733 / -16.501
Electronic energy, hartree: -684.8879
E_LUMO (alpha / beta), eV: -4.88 / -9.74


[4]
This record from OMol25 describes CH4ClN3 in the gas phase. The level of theory is ωB97M-V/def2-TZVPD.

Structure (XYZ):
```
9
Properties=species:S:1:pos:R:3:forces:R:3:nbo_charge:R:1
N -1.1021 -0.8044 0.4535 0.306 0.638 -2.074 -0.623
N -0.1610 -0.8812 1.3580 -2.235 -1.116 1.692 0.055
N 0.7985 -0.1489 1.2937 2.592 1.171 -0.560 -0.241
C 1.0398 0.6622 0.0665 0.182 1.313 3.730 -0.280
Cl -0.0598 2.1190 -0.0225 0.272 -0.301 -0.050 -0.101
H -1.9801 -1.2372 0.5798 -0.363 -0.768 0.324 0.397
H -0.8595 -0.4133 -0.4548 -0.747 0.051 0.385 0.357
H 2.0472 1.0491 0.3545 -0.756 -0.342 -1.566 0.250
H 0.8051 0.0740 -0.7601 0.749 -0.645 -1.882 0.185
```
Forces are in eV/Å.

2S+1: 1
Relative energy (zero: lowest compared OMol25 entry of this formula, charge and spin), kcal per mole: 32.6
Charge: 0
SMILES string: N/N=N\CCl
HOMO energy, eV: -9.371
Electronic energy, hartree: -664.8741
E_LUMO, eV: 0.81


[5]
This record from OMol25 describes CH4ClN3 in the gas phase. The level of theory is ωB97M-V/def2-TZVPD.

Structure (XYZ):
```
9
Properties=species:S:1:pos:R:3:forces:R:3:nbo_charge:R:1
N 0.3871 0.8661 -0.6348 0.341 1.549 0.812 -0.807
C 0.1315 0.5707 0.6472 -0.850 2.234 3.379 0.551
N -0.3405 -0.6858 0.8542 0.245 0.665 2.201 -0.825
N 0.2097 1.5684 1.5169 0.174 -1.449 -0.509 -0.552
Cl -0.2609 1.0421 3.1099 0.131 0.102 -0.189 0.019
H 0.9168 1.7213 -0.8302 -0.456 -1.071 -0.306 0.433
H 0.2681 0.0437 -1.1266 0.638 -0.790 -2.576 0.375
H -0.4793 -1.1625 1.7666 0.243 1.017 -1.349 0.439
H -0.3916 -1.1309 0.0061 -0.465 -2.255 -1.463 0.367
```
Forces are in eV/Å.

2S+1: 1
Relative energy (zero: lowest compared OMol25 entry of this formula, charge and spin), kcal per mole: 0.0
Charge: 0
SMILES string: NC(N)=NCl
HOMO energy, eV: -8.547
Electronic energy, hartree: -664.9260
E_LUMO, eV: 0.70


[6]
This record from OMol25 describes a molecular structure, CH4ClN3. The level of theory is ωB97M-V/def2-TZVPD.

Structure (XYZ):
```
9
Properties=species:S:1:pos:R:3:forces:R:3:nbo_charge:R:1
C 0.1239 -0.6574 0.5777 1.613 -1.618 -0.604 -0.100
N -0.5831 0.2606 -0.2652 0.281 -0.225 -1.822 -0.449
N -0.0309 1.4026 0.2644 1.916 -0.332 2.916 -0.277
N 1.3887 0.3128 0.8822 -4.130 0.876 -0.039 -0.368
Cl 2.5534 0.1309 -0.2934 0.743 -0.213 -1.060 0.098
H -0.3493 -0.9130 1.5957 0.727 0.427 -1.789 0.228
H 0.4221 -1.5696 -0.1450 -0.619 1.552 2.379 0.200
H -0.1316 0.1601 -1.1972 -0.764 -0.441 0.491 0.327
H 0.2859 2.0592 -0.4379 0.232 -0.026 -0.473 0.341
```
Forces are in eV/Å.

2S+1: 1
Relative energy (zero: lowest compared OMol25 entry of this formula, charge and spin), kcal per mole: 104.0
Charge: 0
HOMO energy (alpha / beta), eV: -8.823 / -8.824
Electronic energy, hartree: -664.7603
E_LUMO (alpha / beta), eV: 0.17 / 0.17


[7]
This record from OMol25 describes a molecular structure, CH4ClN3. The level of theory is ωB97M-V/def2-TZVPD.

Structure (XYZ):
```
9
Properties=species:S:1:pos:R:3:forces:R:3:nbo_charge:R:1
C -0.6985 1.0086 0.2415 -0.754 0.599 1.676 0.011
N 0.1584 -1.2442 0.0355 2.209 -2.992 0.050 -0.438
N -0.9782 -1.1777 -0.4997 1.739 -1.132 2.664 0.107
N -1.2243 0.0725 -0.4823 -1.875 5.437 -1.554 -0.286
Cl 2.1665 0.6704 -0.5506 -0.278 -0.017 0.083 -0.469
H -0.8423 2.0776 0.0029 -0.106 -0.837 -0.881 0.207
H -0.2677 1.0526 1.3157 -0.549 -1.466 -1.552 0.203
H 0.5806 -2.1902 0.1168 -0.757 0.361 -0.517 0.366
H 1.1054 -0.2697 -0.1799 0.370 0.047 0.031 0.299
```
Forces are in eV/Å.

2S+1: 1
Relative energy (zero: lowest compared OMol25 entry of this formula, charge and spin), kcal per mole: 65.0
Charge: 0
HOMO energy, eV: -10.351
Electronic energy, hartree: -664.8224
E_LUMO, eV: -1.38


[8]
This record from OMol25 describes 2 unconnected molecules or ions with the total composition CH4ClN3. The level of theory is ωB97M-V/def2-TZVPD.

Structure (XYZ):
```
9
Properties=species:S:1:pos:R:3:forces:R:3:nbo_charge:R:1
N -0.1984 -2.0133 -0.3169 0.039 -1.747 -1.113 -0.642
C -0.7140 -1.0563 0.1598 -0.243 -0.306 -0.331 0.623
N -1.4150 -0.4073 0.8834 -2.441 2.737 1.920 -0.527
Cl -2.4339 0.9647 0.4793 1.132 -1.116 -0.118 0.133
H 0.7706 -2.1599 -0.3848 1.300 0.143 -0.284 0.408
N 1.1520 0.8518 -0.2075 0.381 1.749 -3.814 -1.060
H 0.2788 1.0180 -0.7568 0.600 -0.533 0.601 0.350
H 0.9024 1.0845 0.6973 -0.636 0.498 2.458 0.356
H 1.6575 1.7179 -0.5539 -0.133 -1.424 0.682 0.359
```
Forces are in eV/Å.

2S+1: 1
Relative energy (zero: lowest compared OMol25 entry of this formula, charge and spin), kcal per mole: 29.8
Charge: 0
SMILES string: N=C=NCl.N
HOMO energy, eV: -10.120
Electronic energy, hartree: -664.8785
E_LUMO, eV: -0.03


Repeat the fourth record exactly.
This record from OMol25 describes CH4ClN3 in the gas phase. The level of theory is ωB97M-V/def2-TZVPD.

Structure (XYZ):
```
9
Properties=species:S:1:pos:R:3:forces:R:3:nbo_charge:R:1
N -1.1021 -0.8044 0.4535 0.306 0.638 -2.074 -0.623
N -0.1610 -0.8812 1.3580 -2.235 -1.116 1.692 0.055
N 0.7985 -0.1489 1.2937 2.592 1.171 -0.560 -0.241
C 1.0398 0.6622 0.0665 0.182 1.313 3.730 -0.280
Cl -0.0598 2.1190 -0.0225 0.272 -0.301 -0.050 -0.101
H -1.9801 -1.2372 0.5798 -0.363 -0.768 0.324 0.397
H -0.8595 -0.4133 -0.4548 -0.747 0.051 0.385 0.357
H 2.0472 1.0491 0.3545 -0.756 -0.342 -1.566 0.250
H 0.8051 0.0740 -0.7601 0.749 -0.645 -1.882 0.185
```
Forces are in eV/Å.

2S+1: 1
Relative energy (zero: lowest compared OMol25 entry of this formula, charge and spin), kcal per mole: 32.6
Charge: 0
SMILES string: N/N=N\CCl
HOMO energy, eV: -9.371
Electronic energy, hartree: -664.8741
E_LUMO, eV: 0.81